[1]
{
  "formula": "C42H54N7O7PmSSb2",
  "method": "ωB97M-V/def2-TZVPD",
  "symbols": ["Pm", "C", "C", "N", "C", "C", "N", "C", "O", "O", "C", "O", "O", "H", "H", "H", "H", "H", "O", "N", "N", "O", "C", "C", "C", "C", "C", "C", "H", "H", "H", "H", "H", "C", "Sb", "C", "C", "C", "C", "C", "C", "C", "C", "C", "Sb", "C", "C", "H", "H", "H", "H", "H", "H", "H", "H", "H", "H", "H", "H", "H", "H", "H", "H", "H", "H", "H", "H", "H", "C", "N", "C", "C", "C", "N", "C", "C", "O", "H", "H", "H", "H", "H", "H", "H", "H", "H", "H", "H", "H", "N", "S", "C", "C", "C", "C", "C", "C", "C", "C", "C", "C", "C", "C", "H", "H", "H", "H", "H", "H", "H", "H", "H", "H", "H"],
  "xyz": [[-0.434, 0.924, 0.099], [2.224, 2.245, -2.915], [1.481, 3.284, -2.218], [0.793, 2.988, -1.126], [0.416, 4.164, -0.598], [0.734, 5.242, -1.424], [1.411, 4.675, -2.463], [0.222, 6.676, -1.511], [-0.674, 7.074, -0.591], [0.418, 7.351, -2.483], [-0.433, 4.166, 0.693], [-1.049, 5.175, 1.102], [-0.532, 2.980, 1.222], [1.970, 1.359, -2.314], [3.320, 2.327, -2.868], [2.027, 2.041, -3.941], [1.790, 5.244, -3.209], [-0.797, 6.250, 0.053], [-2.576, 0.067, 0.328], [-2.924, -0.973, 0.950], [-2.149, -1.256, 1.889], [-1.069, -0.522, 2.089], [-2.517, -2.419, 2.672], [-3.612, -3.227, 2.421], [-3.780, -4.460, 3.120], [-2.936, -4.825, 4.212], [-1.968, -3.927, 4.481], [-1.681, -2.829, 3.692], [-4.411, -2.923, 1.764], [-4.716, -4.940, 2.859], [-3.081, -5.758, 4.769], [-1.285, -4.072, 5.292], [-0.798, -2.241, 3.915], [1.698, -4.055, 1.550], [3.762, -3.836, 1.542], [3.635, -3.553, 3.697], [3.941, -1.643, 1.308], [5.035, -1.195, 2.309], [6.291, -1.778, 2.347], [7.292, -1.391, 3.276], [7.106, -0.333, 4.065], [5.866, 0.325, 4.058], [4.862, -0.070, 3.232], [3.563, 0.634, 3.181], [1.828, -0.257, 4.120], [2.957, -0.552, 5.924], [1.111, 1.797, 4.666], [1.152, -3.944, 0.567], [1.150, -3.366, 2.193], [1.380, -5.090, 1.940], [3.361, -4.521, 4.167], [2.865, -2.860, 3.934], [4.633, -3.148, 4.127], [3.003, -1.221, 1.596], [4.269, -1.344, 0.331], [6.565, -2.648, 1.747], [8.096, -2.068, 3.405], [7.869, 0.019, 4.780], [5.584, 1.220, 4.733], [3.198, 0.832, 2.174], [3.715, 1.603, 3.625], [3.408, -1.583, 5.777], [2.271, -0.678, 6.758], [3.787, 0.107, 6.020], [0.563, 1.642, 5.659], [0.548, 2.264, 3.846], [2.007, 2.395, 4.756], [1.632, 0.596, 0.705], [2.492, -2.270, -1.555], [1.233, -2.615, -2.254], [1.132, -3.836, -2.973], [0.465, -3.680, -4.323], [-0.943, -3.225, -4.050], [-0.951, -2.114, -3.098], [-2.189, -1.360, -3.044], [0.125, -1.826, -2.274], [-0.071, -0.855, -1.493], [3.093, -1.433, -1.953], [3.080, -3.178, -1.544], [2.246, -1.957, -0.574], [0.477, -4.637, -2.437], [2.133, -4.316, -3.080], [0.308, -4.612, -4.895], [1.070, -3.058, -4.947], [-1.558, -4.086, -3.795], [-1.360, -2.876, -4.988], [-2.114, -0.531, -3.751], [-2.375, -0.810, -2.108], [-3.063, -1.925, -3.326], [-1.815, 1.641, -1.951], [-3.205, 2.159, -1.887], [-4.387, 1.125, -2.655], [-4.893, 0.091, -1.763], [-5.808, -0.813, -2.209], [-6.232, -0.796, -3.527], [-5.712, 0.104, -4.415], [-4.731, 1.034, -4.019], [-3.470, 3.775, -2.660], [-2.412, 4.614, -2.713], [-2.575, 5.951, -3.192], [-3.796, 6.394, -3.505], [-4.918, 5.542, -3.309], [-4.772, 4.259, -2.893], [-1.298, 1.673, -2.842], [-4.493, 0.003, -0.762], [-6.182, -1.557, -1.524], [-6.919, -1.634, -3.858], [-5.941, 0.066, -5.455], [-4.312, 1.699, -4.731], [-1.497, 4.311, -2.411], [-1.704, 6.592, -3.292], [-4.057, 7.347, -3.808], [-5.916, 5.902, -3.529], [-5.567, 3.561, -2.699]],
  "forces_ev_per_angstrom": [[0.5875, 0.2402, 0.7905], [1.0533, -1.2389, 0.4802], [-0.7242, 2.2621, -0.1551], [1.1328, 0.3096, -0.5008], [-1.7334, 2.0387, 1.3466], [-0.5586, -0.2561, 0.8164], [0.3677, -1.7702, 0.3587], [-1.7914, -0.2403, 0.8044], [1.4440, -2.0957, -0.0391], [1.0963, 0.1023, -0.8088], [-0.7548, -1.4724, 0.2618], [1.2253, -0.7684, -0.9585], [0.0930, 1.3861, -0.8317], [0.2540, -0.0530, -0.4310], [-0.2573, 0.3608, 0.2860], [-0.6368, 0.1509, -0.8756], [0.0697, -0.3458, -0.0693], [-0.3752, 1.2313, 0.2059], [-0.1701, 0.5374, -1.0453], [-1.3575, -0.4121, -0.0772], [0.6216, 0.0709, 0.5076], [-0.2245, -0.9074, 0.1952], [1.0706, -0.5221, 0.4800], [-0.6601, -1.2177, 0.5489], [0.0426, 1.5702, 0.2301], [-2.2127, -0.4627, -1.8724], [1.8016, 0.3995, 0.4974], [0.3025, 1.0878, -0.0384], [0.1822, -0.0224, -0.3316], [0.2789, -0.5656, 0.2132], [0.0189, 0.5652, -0.1965], [0.2502, -0.3039, 0.4468], [-0.0350, 0.0901, -0.0319], [-3.0397, -1.3537, -0.6859], [0.8942, 0.7367, 0.7878], [2.3486, -0.8315, 0.5982], [1.6069, -0.6138, 1.7358], [0.6708, 0.9977, 0.3577], [0.2062, -0.4586, 0.4117], [-1.0711, -1.3886, -1.5869], [-0.1227, 2.1007, 2.2197], [-0.1541, 1.6029, 1.1726], [-1.3164, -1.9724, -2.2729], [-0.0881, 0.4266, -0.3111], [-0.0773, 1.3797, 0.2522], [-0.2764, -2.5388, -0.6182], [-0.4175, -1.3139, 0.5000], [0.8094, -0.2323, 0.6817], [0.3570, 0.3146, 0.2364], [0.7304, 1.2993, -0.6011], [0.3540, 0.5116, -0.1854], [-0.7039, 0.6286, -0.0575], [-1.6932, -0.8925, -0.6837], [-0.6458, 0.3831, -0.2820], [-0.1790, 0.1126, -0.5976], [-0.3888, 0.1691, -0.1235], [1.0806, -0.1604, -0.1322], [-0.3622, -0.3868, -0.4121], [1.0147, -1.4987, -1.0222], [0.2335, -0.1260, -0.2140], [-0.2679, 0.4268, 0.4558], [-0.3822, 1.0596, 0.1947], [0.2387, 0.4853, 0.3278], [0.3005, 0.8101, 0.4648], [0.5909, 0.6956, -1.5532], [-0.3571, -0.4129, 0.4889], [0.2523, 0.0660, 0.5219], [-0.1944, -0.1244, -0.0917], [-0.6447, 0.2466, -0.5077], [-0.2870, 1.0917, -0.4765], [-0.0092, -3.5250, -0.1497], [-0.4192, -1.0136, 0.0417], [0.3939, 1.1263, -0.8306], [0.7207, -1.5333, 0.3129], [0.3677, 1.7017, 0.3026], [-1.9665, 0.7708, 0.7708], [1.2830, -0.2039, -0.3070], [-0.5079, -0.4009, -0.5008], [0.1826, -0.0271, 0.1353], [-0.2105, 0.1260, 1.0913], [1.0899, 1.3098, -0.2694], [-0.6432, 0.5426, 0.1449], [0.6679, 0.0408, 0.5607], [0.0602, 0.8934, -0.4508], [-0.1074, 0.0604, 0.7238], [-0.2579, 0.3126, -0.2268], [-0.0905, -0.0124, -0.3457], [0.3309, -0.8716, -0.0818], [-0.0413, -0.6268, 0.0465], [4.8617, -0.8461, -1.0208], [-4.2246, 2.2781, 1.5255], [-1.1623, -2.6245, -0.5999], [0.9655, 1.9991, -0.7582], [-0.2492, -0.3040, 0.0201], [-1.1042, -1.7954, -0.3188], [1.2515, 0.6427, -0.0774], [-0.8350, -0.3048, 1.8156], [-0.5299, -0.6092, 0.3802], [-1.7443, 2.2688, -1.5980], [1.7926, -1.1192, 0.5829], [-2.4949, -1.7789, 0.5403], [-0.0042, 0.5574, -0.4312], [0.7722, -1.1199, 0.2321], [-0.5204, -0.0931, 0.2763], [-0.0884, 0.3442, 0.0563], [-0.0464, -0.1596, 0.0407], [0.7217, 1.3637, 0.2544], [-0.3749, -0.0844, -0.5796], [0.3057, 0.6035, -0.5453], [2.9034, -1.0476, 0.7686], [-0.1044, -0.0932, 0.1072], [0.1696, 1.9411, -0.7050], [0.0337, 0.1510, 0.0705], [-0.5583, 0.1733, -0.2030]],
  "total_charge": 0,
  "homo_energy_ev": [-7.29, -7.29],
  "max_force_ev_per_a": 5.04,
  "spin_multiplicity": 5,
  "orbital_gap_ha": [0.2664, 0.2664]
}

[2]
{
  "formula": "C42H54O12",
  "method": "ωB97M-V/def2-TZVPD",
  "symbols": ["C", "C", "C", "C", "C", "C", "C", "C", "C", "C", "C", "C", "C", "C", "C", "O", "C", "C", "C", "C", "C", "C", "C", "O", "H", "H", "H", "H", "H", "H", "H", "H", "H", "H", "H", "H", "H", "H", "H", "H", "H", "H", "H", "H", "H", "H", "H", "H", "O", "C", "O", "C", "C", "C", "H", "H", "H", "H", "H", "H", "O", "C", "O", "C", "C", "C", "H", "H", "H", "H", "H", "H", "O", "C", "O", "C", "C", "C", "H", "H", "H", "H", "H", "H", "O", "C", "O", "C", "C", "C", "H", "H", "H", "H", "H", "H", "O", "C", "O", "C", "C", "C", "H", "H", "H", "H", "H", "H"],
  "xyz": [[5.065, -3.212, 0.918], [4.488, -2.429, -0.405], [4.982, -0.873, -0.560], [4.873, 0.031, 0.803], [3.661, 1.151, 0.787], [2.362, 0.575, 1.667], [1.493, 1.877, 2.143], [-0.099, 1.840, 1.754], [-0.407, 1.334, 0.204], [-0.172, 2.504, -0.969], [-0.406, 2.130, -2.549], [-0.921, 0.599, -2.887], [-1.178, -0.562, -1.712], [-0.890, -0.204, -0.108], [-1.108, -1.390, 1.000], [-0.943, -1.300, 2.320], [-1.532, -2.904, 0.429], [-1.672, -4.137, 1.551], [-2.056, -5.702, 1.134], [-2.320, -6.033, -0.450], [-2.192, -4.795, -1.538], [-1.809, -3.237, -1.153], [-1.716, -2.022, -2.252], [-2.121, -2.263, -3.528], [6.179, -2.905, 1.178], [4.410, -2.864, 1.831], [4.966, -4.384, 0.848], [4.925, -3.012, -1.350], [3.321, -2.502, -0.497], [6.106, -0.895, -0.885], [4.381, -0.424, -1.487], [5.902, 0.609, 0.912], [4.737, -0.585, 1.797], [4.043, 2.147, 1.320], [3.394, 1.378, -0.330], [2.760, -0.051, 2.596], [1.798, -0.185, 0.979], [1.970, 2.823, 1.600], [1.659, 2.003, 3.318], [-0.469, 2.975, 1.782], [-0.782, 1.290, 2.561], [0.199, 3.586, -0.629], [-0.198, 2.968, -3.350], [-1.090, 0.352, -4.036], [-1.501, -3.956, 2.714], [-2.170, -6.568, 1.933], [-2.587, -7.124, -0.793], [-2.411, -5.030, -2.663], [-3.173, -7.733, -2.759], [-4.277, -7.374, -3.132], [-5.117, -6.584, -2.400], [-6.359, -6.455, -3.092], [-6.045, -6.758, -4.533], [-4.928, -7.765, -4.424], [-7.073, -7.166, -2.663], [-6.749, -5.441, -2.963], [-6.909, -7.122, -5.095], [-5.675, -5.853, -5.030], [-5.309, -8.787, -4.337], [-4.229, -7.681, -5.259], [6.744, 2.780, 2.706], [7.683, 2.698, 1.932], [7.556, 2.542, 0.581], [8.850, 2.373, 0.005], [9.809, 2.976, 0.999], [9.131, 2.705, 2.318], [9.027, 1.304, -0.148], [8.892, 2.882, -0.962], [10.817, 2.558, 0.931], [9.880, 4.058, 0.837], [9.399, 1.724, 2.720], [9.341, 3.493, 3.046], [6.136, 7.102, -0.601], [5.507, 6.632, 0.332], [5.198, 7.313, 1.474], [4.555, 6.427, 2.389], [4.001, 5.312, 1.540], [5.003, 5.223, 0.418], [5.298, 6.070, 3.110], [3.766, 6.960, 2.927], [3.874, 4.375, 2.090], [3.023, 5.603, 1.138], [5.837, 4.560, 0.668], [4.531, 4.915, -0.518], [-6.209, 4.254, -0.285], [-5.399, 3.553, -0.869], [-4.361, 4.034, -1.614], [-3.687, 2.941, -2.239], [-4.031, 1.734, -1.406], [-5.420, 2.055, -0.916], [-4.048, 2.852, -3.269], [-2.611, 3.133, -2.255], [-3.969, 0.795, -1.963], [-3.346, 1.666, -0.552], [-6.187, 1.730, -1.625], [-5.604, 1.632, 0.074], [-9.029, -0.639, -0.147], [-8.514, -0.302, 0.907], [-7.201, 0.045, 1.046], [-6.921, 0.274, 2.426], [-8.254, 0.578, 3.058], [-9.206, -0.253, 2.235], [-6.459, -0.628, 2.843], [-6.222, 1.109, 2.527], [-8.286, 0.350, 4.126], [-8.491, 1.641, 2.931], [-9.302, -1.270, 2.627], [-10.186, 0.224, 2.152]],
  "forces_ev_per_angstrom": [[-0.5911, 0.6566, 0.5974], [0.7629, -0.6491, -0.8878], [0.0064, -0.6052, -0.0922], [0.3365, 0.9829, 0.0251], [0.4726, -0.6919, 0.9187], [0.8742, 0.3183, -0.5954], [0.2996, -0.2440, -0.1428], [-0.8729, 0.9355, -0.1914], [-0.1866, -0.4289, -1.7020], [-1.0364, -3.9893, -1.4076], [-0.4145, -2.8629, 4.2029], [0.6639, 1.0104, 2.8561], [0.9749, 2.9619, -0.2649], [0.3172, 2.2088, -2.9731], [0.3830, -1.0060, 3.9557], [-0.8237, 0.1506, -7.6729], [-0.6802, -2.8287, -0.5543], [-0.5904, -1.2317, -2.8181], [0.1791, 3.3465, -3.5569], [1.1943, 4.2828, 1.8391], [0.3571, 0.6425, 2.7926], [-0.0988, -2.1461, 2.8058], [-1.7233, -1.6797, -3.7388], [2.6723, 1.8875, 7.7499], [-2.2787, -0.7087, -0.7613], [1.3395, -0.7957, -1.6232], [0.2519, 2.4389, -0.0401], [-1.0270, 1.2803, 1.8787], [2.2152, 0.1080, 0.4563], [-2.0521, -0.0015, 0.6050], [1.2348, -0.7081, 2.1783], [-2.2041, -1.1621, -0.2042], [0.3702, 0.9302, -2.1872], [-0.7464, -2.1744, -1.2174], [0.2079, -0.2817, 2.1630], [-0.8174, 1.4944, -1.9539], [0.7328, 1.5441, 1.3601], [-1.1062, -1.9771, 1.2167], [-0.6583, -0.1017, -2.6191], [0.7419, -2.4066, -0.1313], [1.7199, 0.8011, -2.0484], [-0.9644, -2.7272, -0.7945], [-0.5748, -2.1243, 1.6224], [0.2923, 0.2828, 2.9048], [-0.3356, -0.0703, -2.9760], [0.3545, 2.2232, -1.7795], [0.6025, 2.6540, 0.5430], [0.5436, 0.5468, 2.4601], [-1.6680, 0.7247, -0.2677], [1.4223, -0.7047, 0.7171], [0.9674, -0.4590, -0.1417], [-0.7796, 0.3594, 0.0818], [-0.4352, 0.2171, -0.7882], [-0.0658, 0.2135, -0.4989], [0.0747, 0.0490, -0.0013], [0.1856, -0.1912, 0.2133], [0.0766, 0.1047, 0.1321], [-0.1061, -0.1298, 0.0879], [0.1909, 0.0095, -0.0122], [0.0365, -0.3373, 0.2752], [1.0092, 0.0020, -1.6601], [-1.5088, -0.1603, 1.3544], [-0.4511, 0.2296, 0.8080], [0.3929, -0.1535, -0.7662], [0.8675, 0.3280, -0.0876], [0.4135, 0.3265, 0.0131], [-0.0542, 0.0661, 0.0163], [-0.2582, -0.1496, 0.1529], [-0.1603, 0.0519, -0.0782], [0.0112, -0.1859, -0.0199], [-0.1058, 0.1028, 0.1170], [-0.2046, -0.3633, 0.1277], [-1.0041, -0.2601, 1.6978], [1.2907, 0.7322, -1.5270], [0.3113, 0.0819, -0.8073], [-0.2572, -0.0186, 0.7328], [-0.6354, -0.6653, 0.1765], [-0.4394, -0.2518, -0.0397], [-0.0511, 0.0115, -0.0672], [0.2779, 0.1158, -0.1066], [0.0466, 0.1728, 0.0094], [0.1043, -0.0254, 0.0957], [-0.0555, 0.0058, -0.1547], [0.4336, 0.0102, 0.0183], [1.5633, -0.6334, -0.9642], [-1.5551, 1.1573, 0.7626], [-0.6509, 0.2478, 0.5803], [0.5678, -0.0913, -0.4839], [0.3853, -0.8326, 0.0387], [0.2987, -0.3257, 0.2488], [-0.0072, 0.0121, 0.0342], [-0.4100, 0.1967, 0.0127], [0.0607, 0.1717, 0.0522], [-0.0084, -0.0073, -0.1756], [-0.0874, 0.0259, 0.2050], [-0.3467, 0.1618, -0.3277], [1.3091, 0.7021, 1.4771], [-0.9162, -0.8700, -1.9281], [-0.6362, -0.2064, -0.4872], [0.6046, 0.1329, 0.4660], [-0.2402, 0.4660, 0.7996], [-0.2161, 0.3610, 0.3471], [-0.0149, 0.0552, -0.0553], [-0.0166, -0.1945, -0.2191], [0.0948, 0.0544, -0.1435], [0.0819, -0.1662, 0.0453], [-0.1136, 0.0415, -0.1379], [0.0624, -0.4034, -0.1472]],
  "e_above_lowest_kcal_mol": 513.5,
  "total_charge": 0,
  "homo_energy_ev": -8.71,
  "max_force_ev_per_a": 8.41,
  "orbital_gap_ha": 0.2480
}

How do the records compare in E? In the order shown, they have -109654.1687; -68980.0231 eV.